Entry from OMol25: a 8-piece molecular cluster, C33H58O15S5 overall in a non-equilibrium geometry (the ωB97M-V functional and the def2-TZVPD basis).

ORCA input file:
```
! RIJCOSX wB97M-V def2-TZVPD def2/J DEFGRID3
* xyz 0 1
C -5.0348 9.4413 -0.5062
H -0.2805 1.2866 2.9378
H 4.5986 -6.0512 -4.6062
C -10.4108 1.0836 2.1376
O 8.3232 -2.1033 1.2906
S -9.0444 2.4120 2.1055
H 0.5670 0.0946 7.3633
H 0.8166 -8.5216 -6.3292
C 1.4598 -1.1507 2.5031
C -0.3184 -6.4261 -4.7686
H 4.0284 -1.9821 -3.3504
H -1.1296 -6.3433 -5.4918
C 9.4578 -2.1482 3.7806
H 3.8198 2.5435 6.4589
C 4.4245 -4.0332 -3.8077
O 10.8710 -2.2865 1.4505
C -1.0970 0.5891 2.7509
H -3.4540 0.2044 -3.1232
H -1.1801 0.1641 -3.6731
H -1.8595 1.9958 1.2521
H 4.5748 -1.3241 8.1275
C 5.0848 -3.2248 -6.3636
H 11.8329 -0.2291 0.5676
H 9.9650 -1.3937 4.3818
C 0.2598 -9.3746 -5.9411
H 4.6676 -1.2135 -5.6743
C 4.6972 -4.9942 -4.8045
H -4.7522 10.3738 -0.9948
O -8.2296 2.3231 3.3599
H -0.3446 -5.5125 -4.1747
C 2.1017 1.4823 6.9106
S 0.5221 -0.4834 1.1283
C 1.1673 -10.4327 -5.3768
H 2.4698 -1.3825 2.1650
H -5.8800 9.4197 0.1817
C -9.8314 5.5758 0.8940
H -6.2973 11.1482 2.5121
H 5.3657 -5.2492 -6.8573
C -3.6789 -1.2438 -6.1377
C -4.1747 -0.8553 -4.8803
S -3.6456 8.9700 0.6192
O 9.6353 -0.1113 2.1486
C 12.5255 -0.4982 1.3651
H -5.3147 8.7497 -1.3009
H 9.9940 -3.0966 3.7453
H -2.0333 -1.5376 -7.4901
C -5.8559 10.2143 2.8600
C -1.8690 -0.2387 -4.4009
C 4.2859 -2.7066 -4.1088
O -3.7248 10.2585 1.5815
C 3.4385 1.6150 6.8575
H 0.5845 -6.5609 -5.3642
C -1.4500 -0.6790 -5.5949
H -0.4511 -0.3972 -5.8937
S 9.4566 -1.5210 1.9935
H -8.7651 5.3678 0.9832
H 0.6545 -11.2580 -4.8828
S -0.2700 -7.9308 -3.7477
H 12.8964 -2.6283 1.5225
H 8.4322 -2.3128 4.1110
H 12.5072 0.2784 2.1298
O -4.0303 7.7338 1.3146
H -4.3085 -1.7622 -6.8457
H -9.9934 5.9668 -0.1104
O -0.9327 -0.3789 1.7450
H 0.8332 -1.9723 2.8503
C 12.2109 -1.8761 1.9127
C 5.0034 -4.5862 -6.0856
H 1.8962 -10.8761 -6.0552
H 1.9360 -9.9741 -4.7548
H -10.7529 1.0461 3.1718
C -4.3313 10.1310 2.8721
H -6.2861 10.0179 3.8421
H -10.1922 6.2299 1.6878
H -0.3657 -9.8010 -6.7253
C 3.9043 -0.5787 7.7260
C -3.1970 -0.2221 -4.0815
H -5.1846 -1.0053 -4.5279
O -0.6691 -9.0033 -4.9312
C -2.3805 -1.1154 -6.5586
O 0.4445 -1.5097 0.0945
O -9.9624 3.7842 2.2228
C -2.2804 1.4538 2.0990
H 4.1860 -4.4224 -2.8289
H 1.3932 2.2556 6.6530
O 1.0674 0.8025 0.8426
H -3.1226 0.8557 1.7511
H 1.5612 -0.3629 3.2496
H -1.4866 0.0529 3.6162
H -11.6771 4.4394 1.3034
C 1.6413 0.2046 7.3519
C 4.6726 -2.2486 -5.3661
O -8.3926 2.3456 0.7998
O 1.1394 -8.1324 -3.3803
H -2.7144 2.2593 2.6914
C 4.3443 0.6529 7.2497
H -11.2931 1.2400 1.5170
O -1.4072 -7.8443 -2.7689
H -4.1092 9.2660 3.4970
C -10.6258 4.2841 1.0614
H -6.2557 9.3752 2.2907
H 12.2574 -1.8660 3.0016
H 5.3893 0.9078 7.1523
H 2.1293 -1.7517 8.1019
H -10.0116 0.1248 1.8067
C 2.5462 -0.8052 7.7908
H -4.0453 11.0770 3.3318
O -2.3356 9.0774 -0.0069
H 13.5118 -0.4365 0.9053
H 5.7168 -2.8824 -7.1696
H -10.5496 3.6751 0.1606
*
```

Output
SMILES string	CCOS(C)(=O)=O.CCOS(C)(=O)=O.CCOS(C)(=O)=O.CCOS(C)(=O)=O.CCOS(C)(=O)=O.c1ccccc1.c1ccccc1.c1ccccc1
Kohn-Sham gap	9.30	eV
E_LUMO	0.491	eV
HOMO level	-8.807	eV
E	-120043.0353	eV